Density functional theory data (the ωB97M-V functional and the def2-TZVPD basis) for C5H10O as an isolated structure.

```
! wB97M-V def2-TZVPD RIJCOSX def2/J DEFGRID3
* xyz 0 1
O -0.1082 1.3219 1.2314
C 0.6615 0.1438 0.9622
C 1.2353 0.3833 -0.3959
C -0.6250 0.6514 -0.9739
C -0.9458 -0.7912 -0.6208
C -0.2955 -1.0269 0.7707
H 0.2279 1.9834 0.6036
H 1.3302 0.0425 1.8210
H 2.1407 1.0414 -0.3498
H 1.6090 -0.5337 -0.8986
H -0.5158 0.9540 -1.9963
H -1.4474 1.2895 -0.5459
H -2.0095 -1.0662 -0.5889
H -0.4662 -1.3920 -1.3939
H -1.0231 -1.0125 1.5833
H 0.2318 -1.9887 0.7919
*
```

Computed properties:
**Calculated total energy**: -7391.866 eV
**Energy relative to the best compared isomer or geometry (same formula, charge and spin)**: 279.71 kJ/mol
**LUMO level**: 0.0394 Eh
**Kohn-Sham gap**: 10.588 eV